(1)
26 unconnected molecules or ions with the total composition C26H104O26. Source: OMol25; level of theory: the ωB97M-V functional and the def2-TZVPD basis.

Last column: Mulliken charge in e.
Atoms and positions in Å:
C1 1.554 -1.819 -0.876  -0.568
O1 0.541 -2.064 0.046  0.346
H1 1.042 -1.547 -1.798  0.124
H2 2.264 -1.075 -0.514  -0.250
H3 2.117 -2.728 -1.089  0.510
H4 0.105 -2.896 -0.153  -0.360
C2 -3.021 3.575 -5.115  -0.370
O2 -3.526 2.832 -6.256  -0.591
H5 -2.180 4.241 -5.305  0.293
H6 -3.822 4.138 -4.636  0.358
H7 -2.652 2.854 -4.386  -0.051
H8 -2.939 2.102 -6.467  0.372
C3 -2.393 -3.906 4.927  -0.197
O3 -3.819 -4.072 4.852  -0.495
H9 -2.055 -2.946 4.536  -0.104
H10 -2.318 -3.926 6.014  0.294
H11 -1.787 -4.726 4.542  0.227
H12 -4.051 -3.783 3.966  0.296
C4 1.750 -3.432 -4.600  -0.564
O4 1.789 -2.819 -5.805  -0.481
H13 1.454 -4.476 -4.504  0.393
H14 2.803 -3.542 -4.343  0.482
H15 1.400 -2.851 -3.747  -0.116
H16 2.285 -3.383 -6.403  0.298
C5 5.887 -1.209 1.072  0.013
O5 6.599 -2.379 1.197  -0.566
H17 6.569 -0.361 1.007  0.272
H18 5.284 -1.181 0.165  0.010
H19 5.147 -1.080 1.862  -0.106
H20 6.540 -2.520 2.145  0.369
C6 0.887 3.441 3.009  -0.582
O6 1.225 2.096 3.175  0.225
H21 -0.203 3.448 2.998  0.098
H22 1.214 4.050 3.852  0.343
H23 1.326 3.719 2.051  0.064
H24 0.669 1.558 2.606  0.239
C7 2.623 -1.645 3.588  -0.105
O7 3.022 -1.509 4.903  -0.601
H25 2.873 -0.761 3.001  -0.109
H26 3.317 -2.363 3.151  0.154
H27 1.607 -1.950 3.338  0.249
H28 2.584 -0.699 5.176  0.392
C8 0.824 0.692 6.652  -0.491
O8 1.724 0.960 5.636  -0.568
H29 0.232 -0.154 6.304  0.209
H30 1.302 0.503 7.613  0.282
H31 0.245 1.602 6.810  0.214
H32 1.339 1.332 4.840  0.392
C9 -0.671 -0.109 -6.831  -0.581
O9 -1.353 0.739 -5.921  -0.324
H33 -0.415 -1.039 -6.323  0.076
H34 -1.386 -0.376 -7.609  0.271
H35 0.213 0.293 -7.326  0.301
H36 -0.659 1.192 -5.436  0.340
C10 -4.257 4.215 1.817  -0.499
O10 -3.892 5.180 2.830  -0.648
H37 -5.273 4.502 1.548  0.381
H38 -3.615 4.304 0.940  0.138
H39 -4.309 3.167 2.110  0.150
H40 -4.641 5.453 3.365  0.342
C11 0.046 0.888 0.006  -0.496
O11 0.020 0.313 1.339  -0.350
H41 -0.373 1.885 0.145  -0.182
H42 1.090 0.912 -0.306  0.236
H43 -0.495 0.482 -0.848  0.440
H44 0.240 -0.621 1.313  -0.221
C12 -3.787 -2.386 -0.477  -0.432
O12 -5.108 -2.476 0.033  -0.591
H45 -3.179 -1.903 0.288  0.371
H46 -3.341 -3.319 -0.823  0.361
H47 -3.763 -1.839 -1.419  0.067
H48 -5.630 -3.159 -0.395  0.279
C13 -4.478 0.573 -3.021  -0.666
O13 -3.201 -0.140 -3.059  -0.401
H49 -5.131 -0.146 -2.526  0.312
H50 -4.323 1.499 -2.466  0.161
H51 -4.772 0.753 -4.055  0.315
H52 -2.740 0.194 -3.832  0.193
C14 3.579 0.517 -2.275  -0.698
O14 2.863 1.702 -2.603  -0.596
H53 3.202 -0.444 -2.624  0.526
H54 4.641 0.669 -2.471  0.330
H55 3.625 0.378 -1.195  0.003
H56 3.398 2.334 -2.117  0.300
C15 3.375 -5.162 0.645  -0.159
O15 3.770 -6.519 0.537  -0.562
H57 3.118 -4.752 1.621  0.279
H58 4.115 -4.459 0.261  0.278
H59 2.419 -4.958 0.163  -0.131
H60 4.681 -6.654 0.810  0.316
C16 0.446 3.126 -4.710  -0.606
O16 0.618 1.832 -4.227  -0.362
H61 -0.260 3.656 -4.072  -0.003
H62 1.448 3.549 -4.790  0.363
H63 -0.007 3.061 -5.699  0.451
H64 1.431 1.844 -3.715  0.341
C17 1.737 4.514 -1.889  -1.009
O17 2.529 4.934 -0.760  -0.477
H65 2.415 4.183 -2.675  0.555
H66 1.033 3.729 -1.612  0.172
H67 1.070 5.295 -2.257  0.556
H68 2.891 5.796 -0.978  0.265
C18 0.504 -5.741 -1.769  -0.233
O18 0.000 -5.963 -3.127  -0.561
H69 1.580 -5.880 -1.880  0.300
H70 0.272 -4.782 -1.307  -0.138
H71 0.058 -6.514 -1.143  0.362
H72 -0.933 -5.740 -3.090  0.283
C19 -1.174 5.032 0.071  -0.426
O19 -1.405 5.094 1.478  -0.440
H73 -1.434 4.004 -0.181  0.059
H74 -1.754 5.738 -0.523  0.396
H75 -0.154 5.273 -0.227  0.182
H76 -2.328 5.131 1.739  0.356
C20 6.011 2.942 -0.666  -0.581
O20 4.716 3.186 -1.237  -0.500
H77 5.893 1.983 -0.161  0.053
H78 6.863 2.781 -1.326  0.346
H79 6.315 3.651 0.104  0.321
H80 4.018 3.349 -0.598  0.194
C21 -1.963 2.702 5.290  -0.054
O21 -2.640 1.563 5.416  -0.642
H81 -1.656 3.100 6.258  0.409
H82 -1.009 2.358 4.890  -0.342
H83 -2.412 3.513 4.716  0.136
H84 -2.548 1.128 4.565  0.367
C22 -2.508 -5.337 0.794  -0.753
O22 -1.316 -4.565 0.662  -0.143
H85 -2.611 -5.963 -0.092  0.248
H86 -2.449 -5.944 1.697  0.384
H87 -3.373 -4.674 0.810  0.147
H88 -0.597 -4.937 1.178  0.181
C23 -1.654 -2.736 -4.053  -0.207
O23 -1.590 -2.599 -2.660  0.084
H89 -0.891 -3.474 -4.299  0.121
H90 -2.650 -2.968 -4.431  0.291
H91 -1.429 -1.787 -4.539  -0.252
H92 -2.022 -1.825 -2.292  -0.072
C24 5.537 1.676 3.568  -0.806
O24 4.277 1.105 3.212  -0.102
H93 5.961 1.172 4.436  0.295
H94 6.304 1.708 2.794  0.208
H95 5.354 2.714 3.846  0.340
H96 3.762 1.769 2.748  0.033
C25 -2.534 -0.710 2.982  -0.739
O25 -2.158 0.636 2.766  0.188
H97 -1.808 -1.289 2.411  0.258
H98 -2.604 -0.999 4.030  0.348
H99 -3.500 -0.881 2.506  0.119
H100 -1.368 0.628 2.222  0.249
C26 -5.833 1.091 1.294  -0.215
O26 -6.615 0.037 0.857  -0.524
H101 -5.557 1.891 0.607  0.333
H102 -6.413 1.548 2.095  0.315
H103 -4.838 0.847 1.667  -0.180
H104 -6.023 -0.585 0.427  0.286

Computed properties:
* ΔE to the lowest compared entry with this formula, charge and spin: 1079.6 kJ/mol
* net charge: 0
* frontier orbital gap: 9.7 eV
* total energy: -81870.23538 eV
* LUMO energy: 0.18 eV

***

(2)
6 unconnected molecules or ions with the total composition C5H21NO6. Source: OMol25; level of theory: the ωB97M-V functional and the def2-TZVPD basis.

Last column: Mulliken charge in e.
Atoms and positions in Å:
C1 -2.468 -0.832 1.032  -0.336
N1 -1.722 -1.266 0.123  -0.338
C2 -1.460 -0.329 -1.016  0.477
C3 -1.724 1.123 -0.913  -0.630
C4 -0.915 1.975 -1.905  -0.902
C5 0.668 1.665 -1.743  -0.598
O1 0.998 1.894 -0.361  -0.542
H1 -2.800 -1.294 1.977  0.297
H2 -2.935 0.201 0.943  0.216
H3 -1.903 -0.881 -1.874  0.387
H4 -0.367 -0.392 -1.287  -0.316
H5 -1.398 1.577 0.001  -0.070
H6 -2.761 1.404 -1.005  0.607
H7 -0.951 3.038 -1.733  0.416
H8 -1.303 1.816 -2.957  0.330
H9 1.298 2.413 -2.225  0.364
H10 0.823 0.608 -1.827  0.297
H11 0.576 1.239 0.295  0.358
O2 3.512 1.024 1.087  -0.764
H12 2.950 0.792 0.297  0.375
H13 2.886 1.814 1.340  0.378
O3 1.633 -1.877 -0.315  -0.631
H14 1.908 -2.742 -0.507  0.296
H15 0.991 -2.068 0.445  0.341
O4 -1.896 1.233 2.409  -0.555
H16 -1.199 1.399 1.945  0.282
H17 -1.674 0.890 3.271  0.312
O5 1.955 -0.731 2.104  -0.676
H18 2.621 -0.030 1.819  0.369
H19 2.703 -1.255 2.529  0.317
O6 -0.228 -3.462 -1.479  -0.658
H20 -0.263 -2.937 -0.618  0.281
H21 0.455 -2.988 -1.987  0.317

Computed properties:
* ΔE to the lowest compared entry with this formula, charge and spin: 378.7 kJ/mol
* structure (SMILES): C=NCCCCO.O.O.O.O.O
* net charge: 0
* frontier orbital gap: 9.9 eV
* total energy: -19297.42973 eV
* LUMO energy: 0.35 eV

***

(3)
A molecular structure, C10H29BN4OP2Pd. Source: OMol25; level of theory: the ωB97M-V functional and the def2-TZVPD basis.

Last column: Mulliken charge in e.
Atoms and positions in Å:
Pd1 -0.270 0.705 -0.780  -1.754
H1 1.305 -1.810 -2.434  -0.154
H2 -0.878 -1.143 -1.820  -0.205
P1 0.282 1.989 -2.694  1.332
C1 1.854 2.914 -2.711  -1.279
H3 1.932 3.484 -3.648  0.408
H4 1.893 3.613 -1.865  0.356
H5 2.710 2.231 -2.637  0.366
C2 0.319 0.970 -4.204  -1.240
H6 -0.670 0.535 -4.395  0.276
H7 0.594 1.610 -5.053  0.440
H8 1.049 0.158 -4.106  0.314
C3 -0.953 3.278 -3.028  -1.376
H9 -0.967 4.002 -2.204  0.349
H10 -0.688 3.797 -3.958  0.409
H11 -1.953 2.841 -3.127  0.365
C4 -1.902 1.690 -0.406  -0.023
O1 -2.814 2.396 -0.391  -0.267
H12 -1.498 -2.689 -1.790  0.379
H13 -1.603 -1.781 -3.184  0.386
H14 0.446 -2.601 -4.080  -0.163
H15 0.575 -3.691 -2.400  -0.195
B1 0.450 -2.575 -2.866  0.162
N1 -0.996 -2.019 -2.389  -0.013
H16 1.225 0.055 -1.022  0.002
H17 0.967 1.565 -0.114  0.039
C5 0.896 -2.170 3.692  -0.801
N2 1.444 -0.820 3.439  0.202
C6 0.650 0.191 4.165  -0.832
N3 -0.793 0.119 3.865  0.143
C7 -1.285 -1.253 4.113  -0.833
N4 -0.534 -2.256 3.325  0.364
C8 -0.762 -2.103 1.871  -0.928
P2 -0.197 -0.440 1.249  2.134
C9 1.507 -0.535 2.006  -0.910
C10 -1.102 0.568 2.504  -1.103
H18 0.996 -2.379 4.773  0.307
H19 1.459 -2.900 3.097  0.390
H20 1.020 1.186 3.886  0.399
H21 0.771 0.016 5.246  0.304
H22 -2.347 -1.311 3.840  0.377
H23 -1.142 -1.461 5.188  0.305
H24 -0.227 -2.898 1.330  0.420
H25 -1.840 -2.200 1.676  0.415
H26 2.034 0.406 1.823  0.489
H27 2.059 -1.345 1.513  0.382
H28 -2.178 0.437 2.327  0.449
H29 -0.838 1.624 2.377  0.414

Computed properties:
* net charge: +1
* spin multiplicity: 4
* frontier orbital gap (spin up / spin down): 5.5 / 4.6 eV
* total energy: -41570.75455 eV
* LUMO energy (spin up / spin down): -2.46 / -7.22 eV

***

(4)
2 unconnected molecules or ions with the total composition C5H11O4. Source: OMol25; level of theory: the ωB97M-V functional and the def2-TZVPD basis.

Last column: Mulliken charge in e.
Atoms and positions in Å:
H1 -1.853 -3.325 -3.889  0.329
O1 -1.120 -2.760 -3.542  -0.382
H2 -1.770 0.262 1.382  0.361
C1 -1.307 1.042 0.747  -0.596
H3 -0.920 1.852 1.381  0.326
C2 -0.181 0.512 -0.108  0.265
H4 0.089 1.307 -0.822  0.324
C3 1.015 0.061 0.707  0.677
C4 1.146 -1.202 1.166  -1.113
C5 1.992 1.145 1.096  -1.386
O2 -0.773 -0.587 -0.770  -0.304
O3 0.162 -1.001 -1.754  -0.375
H5 -0.434 -1.621 -2.276  0.395
O4 -2.266 1.644 -0.089  -0.516
H6 2.004 -1.455 1.774  0.350
H7 0.436 -1.984 0.928  0.283
H8 1.719 2.126 0.680  0.362
H9 2.105 1.262 2.184  0.315
H10 3.002 0.896 0.748  0.373
H11 -3.045 1.825 0.457  0.314

Computed properties:
* ΔE to the lowest compared entry with this formula, charge and spin: 312.9 kJ/mol
* net charge: 0
* spin multiplicity: 2
* frontier orbital gap (spin up / spin down): 9.6 / 6.2 eV
* total energy: -13546.92532 eV
* LUMO energy (spin up / spin down): 0.59 / -2.78 eV

***

(5)
A molecular structure, C27H35ClN3O4RuS2. Source: OMol25; level of theory: the ωB97M-V functional and the def2-TZVPD basis.

Last column: Mulliken charge in e.
Atoms and positions in Å:
Ru1 -0.863 -0.485 1.039  0.945
O1 -2.885 -1.155 -0.141  -0.444
C1 -3.854 -0.168 -0.554  -0.589
C2 -4.701 0.350 0.580  -0.875
C3 -3.832 0.776 1.755  -0.743
C4 -2.830 1.840 1.422  0.523
C5 -3.207 3.166 1.282  -0.659
C6 -2.250 4.152 1.156  -0.628
C7 -0.912 3.793 1.211  -1.364
C8 -0.592 2.458 1.299  -1.102
N1 -1.523 1.484 1.359  0.775
H1 -3.316 -1.814 0.425  0.312
H2 -4.499 -0.585 -1.329  0.310
H3 -3.252 0.623 -1.004  0.458
H4 -5.398 -0.411 0.936  0.402
H5 -5.296 1.176 0.185  0.485
H6 -3.294 -0.085 2.139  0.059
H7 -4.472 1.138 2.561  0.522
H8 -4.260 3.417 1.317  0.547
H9 -2.539 5.190 1.053  0.468
H10 -0.126 4.535 1.195  0.551
H11 0.430 2.126 1.342  1.286
O2 1.048 0.149 1.203  0.268
S1 2.420 -0.168 0.563  0.128
C9 2.683 0.853 -0.878  1.042
C10 1.917 1.975 -1.153  -0.101
C11 2.196 2.719 -2.288  -0.844
C12 3.227 2.338 -3.138  -0.585
C13 3.983 1.210 -2.854  -0.773
C14 3.710 0.456 -1.721  -0.762
C15 3.540 0.635 1.689  1.027
C16 3.057 1.428 2.716  -0.254
C17 3.969 2.089 3.529  -0.777
C18 5.331 1.936 3.315  -0.606
C19 5.794 1.110 2.298  -0.727
C20 4.898 0.442 1.481  -0.560
H12 1.111 2.264 -0.500  0.420
H13 1.609 3.601 -2.508  0.489
H14 3.440 2.920 -4.024  0.429
H15 4.785 0.911 -3.515  0.444
H16 4.297 -0.429 -1.506  0.431
H17 1.994 1.518 2.888  0.167
H18 3.612 2.722 4.330  0.454
H19 6.037 2.448 3.954  0.414
H20 6.857 0.982 2.144  0.429
H21 5.261 -0.219 0.703  0.345
Cl1 -0.478 -0.063 3.962  -0.023
C21 -0.937 -1.805 4.201  -0.553
C22 -1.088 -2.180 2.746  0.610
O3 -2.214 -2.027 2.201  -0.574
O4 -0.044 -2.364 2.055  -0.710
H22 -1.865 -1.849 4.756  0.398
H23 -0.116 -2.313 4.693  0.396
C23 -2.459 -3.257 -3.185  -1.317
N2 -1.733 -2.011 -2.912  0.134
C24 -2.332 -0.847 -3.565  -1.038
C25 -0.727 -1.934 -2.042  0.841
S2 -0.415 -0.356 -1.238  -0.260
N3 0.088 -2.964 -1.873  0.043
C26 0.308 -3.982 -2.915  -1.224
C27 1.061 -3.062 -0.787  -0.778
H24 -3.523 -3.037 -3.090  0.404
H25 -2.198 -4.020 -2.460  0.414
H26 -2.277 -3.626 -4.194  0.380
H27 -2.391 -1.052 -4.634  0.392
H28 -1.730 0.041 -3.415  0.391
H29 -3.338 -0.676 -3.190  0.256
H30 -0.112 -3.662 -3.861  0.433
H31 -0.103 -4.948 -2.627  0.357
H32 1.385 -4.087 -3.034  0.422
H33 0.689 -2.623 0.125  0.051
H34 1.998 -2.586 -1.080  0.314
H35 1.242 -4.118 -0.593  0.504

Computed properties:
* ΔE to the lowest compared entry with this formula, charge and spin: 319.7 kJ/mol
* net charge: +2
* spin multiplicity: 2
* frontier orbital gap (spin up / spin down): 7.2 / 7.5 eV
* total energy: -77986.98682 eV
* LUMO energy (spin up / spin down): -7.01 / -6.66 eV

***

(6)
A single C3H5N3 molecule. Source: OMol25; level of theory: the ωB97M-V functional and the def2-TZVPD basis.

Last column: Mulliken charge in e.
Atoms and positions in Å:
N1 -0.410 0.739 1.873  -0.533
C1 -0.223 0.199 0.596  0.472
C2 0.995 -0.222 -0.005  -0.447
C3 0.633 -0.606 -1.270  -0.413
N2 -0.704 -0.454 -1.362  0.235
N3 -1.251 0.023 -0.219  -0.819
H1 0.352 1.337 2.165  0.244
H2 -1.289 1.240 1.935  0.277
H3 1.951 -0.449 0.435  0.331
H4 1.247 -0.916 -2.104  0.406
H5 -1.301 -0.891 -2.043  0.248

Computed properties:
* ΔE to the lowest compared entry with this formula, charge and spin: 54.2 kJ/mol
* structure (SMILES): Nc1cc[nH]n1
* net charge: 0
* frontier orbital gap: 9.5 eV
* total energy: -7661.89333 eV
* LUMO energy: 1.14 eV